Record 1
Here is a molecular structure, C12H13NPSn in a non-equilibrium geometry from the OMol25 dataset. Energies are from wB97M-V/def2-TZVPD.

Atoms and positions in Å:
C (0.06907, -0.52162, -2.46288)
C (-0.57252, -1.53336, -3.24420)
C (-0.21198, -2.80725, -2.69861)
C (0.73097, -2.59941, -1.64294)
C (0.86683, -1.18419, -1.44297)
Sn (-0.97120, 0.98270, 0.56334)
P (-0.63875, 3.62666, 0.54726)
H (-0.05067, 0.55310, -2.58587)
H (-1.24865, -1.35940, -4.07003)
H (-0.56577, -3.76234, -3.04876)
H (1.44266, -0.68913, -0.66806)
H (1.23530, -3.37303, -1.07571)
H (-1.50806, 4.36407, 1.41923)
H (-0.84185, 4.23846, -0.73979)
H (0.67007, 4.07394, 0.92016)
N (0.01894, 0.55335, 2.46468)
C (0.20537, 0.24273, 3.59669)
C (0.17980, -0.00721, 4.98495)
C (-1.06709, 0.06476, 5.64273)
C (-1.13096, 0.02171, 7.03292)
C (0.03950, -0.12687, 7.78194)
C (1.27316, -0.26566, 7.13525)
C (1.35490, -0.20233, 5.74194)
H (-1.98065, 0.16490, 5.04747)
H (-2.10035, 0.10221, 7.52779)
H (-0.01458, -0.14973, 8.87489)
H (2.17537, -0.43096, 7.72789)
H (2.31704, -0.30499, 5.23062)

Calculated values
- Lowest unoccupied orbital energy (spin up / spin down): -0.1548 / -0.1501 Ha
- Highest occupied orbital energy (spin up / spin down): -10.48 / -10.20 eV
- Net charge: +1
- Gap between HOMO and LUMO (spin up / spin down): 0.23023 / 0.22470 Ha


Record 2
Here is C3H7N3O in the gas phase in a non-equilibrium geometry from the OMol25 dataset. Energies are from wB97M-V/def2-TZVPD.

Atoms and positions in Å:
C (-0.11062, 0.07448, -1.75652)
N (0.97738, 0.39827, -0.86249)
C (0.32608, 0.56473, 0.25152)
N (0.31698, 1.71231, 0.92373)
C (-0.34987, -0.57247, 1.05106)
O (-0.94557, -0.33120, 2.08778)
N (-0.05219, -1.81963, 0.61027)
H (-0.46414, 0.98117, -2.25845)
H (-0.99397, -0.01317, -1.02851)
H (0.11714, -0.68813, -2.52656)
H (-0.05654, 1.74576, 1.85867)
H (0.83351, 2.47454, 0.51514)
H (0.66455, -1.93493, -0.09109)
H (-0.26274, -2.59173, 1.22545)

Calculated values
- Lowest unoccupied orbital energy: 0.0209 Ha
- SMILES: C/N=C(/N)C(N)=O
- Highest occupied orbital energy: -8.18 eV
- Gap between HOMO and LUMO: 0.32163 Ha


Record 3
Here is a molecular structure, C42H32HgN4O7P from the OMol25 dataset. Energies are from wB97M-V/def2-TZVPD.

Atoms and positions in Å:
Hg (0.09857, 0.80659, 0.14873)
C (3.57027, -2.32768, -0.57534)
C (4.02012, -2.58484, 0.73636)
C (3.51766, -1.84721, 1.77144)
C (2.51986, -0.85938, 1.53774)
N (2.00300, -0.71992, 0.26889)
C (2.56041, -1.39644, -0.72402)
C (2.03392, -0.00126, 2.56826)
C (2.67109, 0.11333, 3.83249)
C (2.17711, 0.97682, 4.76707)
C (1.04099, 1.75112, 4.47137)
C (0.46149, 1.60875, 3.21783)
N (0.93570, 0.76704, 2.30713)
C (-0.73575, 2.41097, 2.83500)
C (-1.55821, 2.97801, 3.80501)
C (-2.66138, 3.70916, 3.41926)
C (-2.92857, 3.85475, 2.06879)
C (-2.07629, 3.24436, 1.16679)
N (-1.00563, 2.54930, 1.53345)
H (3.97617, -2.85059, -1.43049)
H (4.76002, -3.35551, 0.92221)
H (3.86398, -2.02693, 2.78070)
H (2.16901, -1.19176, -1.71515)
H (3.57563, -0.44200, 4.03669)
H (2.67037, 1.07915, 5.72664)
H (0.66946, 2.47792, 5.17793)
H (-1.35894, 2.79528, 4.85069)
H (-3.32579, 4.12929, 4.16483)
H (-3.79412, 4.39981, 1.71804)
H (-2.25734, 3.29718, 0.10615)
O (-0.14828, 6.07844, -4.12076)
C (-0.19521, 5.01059, -3.26134)
C (-1.30860, 4.19064, -3.18454)
C (-1.31075, 3.14277, -2.27936)
N (-0.26013, 2.87224, -1.49434)
C (0.81959, 3.65278, -1.59033)
C (0.88726, 4.74278, -2.44893)
C (2.06881, 3.32367, -0.73883)
O (3.00905, 4.12966, -0.82700)
O (2.01491, 2.26888, -0.06179)
C (-2.56957, 2.25371, -2.19672)
O (-3.49018, 2.53218, -2.98975)
O (-2.55047, 1.37320, -1.30537)
H (-0.97121, 6.08338, -4.61824)
H (-2.19368, 4.34130, -3.79258)
H (1.78369, 5.34595, -2.45261)
C (-2.53807, -1.66674, -1.62067)
P (-0.80935, -1.04523, -1.77182)
C (-0.55745, -0.51191, -3.50364)
C (-1.38202, -0.87499, -4.56268)
C (-1.12922, -0.40559, -5.84369)
C (-0.05516, 0.44242, -6.07603)
C (0.76943, 0.81658, -5.02370)
C (0.52453, 0.33309, -3.74695)
C (-0.00218, -2.72358, -1.87880)
C (-0.02951, -3.46608, -0.69368)
C (0.56594, -4.71253, -0.61467)
C (1.21290, -5.24293, -1.72456)
C (1.23787, -4.52185, -2.90876)
C (0.63657, -3.27035, -2.98594)
H (-2.60830, -2.73537, -1.80360)
H (-3.19140, -1.09832, -2.28264)
H (-2.82980, -1.43291, -0.59414)
H (-2.23159, -1.52450, -4.38682)
H (-1.76933, -0.70180, -6.66650)
H (0.13742, 0.81668, -7.07450)
H (1.60133, 1.48826, -5.19555)
H (1.15826, 0.64272, -2.92173)
H (-0.52192, -3.03928, 0.17590)
H (0.53772, -5.26906, 0.31481)
H (1.70161, -6.20828, -1.66383)
H (1.73539, -4.93207, -3.78039)
H (0.67255, -2.72243, -3.91980)
O (-3.04227, 0.14529, 3.01503)
C (-2.15512, -0.55232, 2.50263)
O (-1.70120, -0.50831, 1.32603)
C (-1.50932, -1.61777, 3.40560)
C (-2.04096, -1.90502, 4.65676)
C (-1.46373, -2.87849, 5.46196)
C (-0.33821, -3.56561, 5.02159)
C (0.20519, -3.27664, 3.77652)
C (-0.38391, -2.31077, 2.97205)
H (-2.91500, -1.34913, 4.97309)
H (-1.88887, -3.10508, 6.43378)
H (0.11691, -4.32092, 5.65378)
H (1.08573, -3.80564, 3.42803)
H (0.01651, -2.07108, 1.99552)

Calculated values
- Lowest unoccupied orbital energy (spin up / spin down): 0.1579 / 0.1579 Ha
- Expectation value of S²: 0.7734
- Spin multiplicity: 2
- Highest occupied orbital energy (spin up / spin down): 0.08 / -3.12 eV
- Net charge: -2
- Gap between HOMO and LUMO (spin up / spin down): 0.15492 / 0.27255 Ha


Record 4
Here is C3H5ClO in the gas phase in a non-equilibrium geometry from the OMol25 dataset. Energies are from wB97M-V/def2-TZVPD.

Atoms and positions in Å:
C (-0.51898, -0.40121, 0.49898)
C (0.23715, 0.95708, -0.03364)
C (0.84478, -0.53707, -0.21520)
H (-2.42134, -0.47926, -0.25688)
H (-0.46497, -0.38270, 1.60177)
H (0.83740, 1.54659, 0.56690)
H (-0.20678, 1.47237, -0.91379)
H (0.63900, -0.70511, -1.17552)
O (-1.53790, -0.93184, -0.12311)
Cl (2.59162, -0.53886, 0.05047)

Calculated values
- Lowest unoccupied orbital energy: 0.0250 Ha
- SMILES: O[C@@H]1C[C@H]1Cl
- Highest occupied orbital energy: -9.17 eV
- Gap between HOMO and LUMO: 0.36202 Ha


Record 5
Here is 2 unconnected molecules or ions with the total composition CH2FIS in a non-equilibrium geometry from the OMol25 dataset. Energies are from wB97M-V/def2-TZVPD.

Atoms and positions in Å:
C (-0.33023, -0.20667, 0.28153)
F (-0.49927, -1.23805, 1.22105)
S (0.63603, -0.72167, -1.07535)
I (-2.09174, 0.88718, -0.16855)
H (1.50210, 0.68585, 1.41996)
H (0.78311, 0.59337, -1.67863)

Calculated values
- Lowest unoccupied orbital energy (spin up / spin down): -0.0348 / -0.0247 Ha
- Highest occupied orbital energy (spin up / spin down): -9.67 / -8.42 eV
- Gap between HOMO and LUMO (spin up / spin down): 0.32051 / 0.28470 Ha


Record 6
Here is a molecular structure, C46H55MnN6O2Si from the OMol25 dataset. Energies are from wB97M-V/def2-TZVPD.

Atoms and positions in Å:
Mn (0.04275, -0.02770, 0.49814)
C (-4.31013, -3.14361, 0.60983)
C (-2.86910, -3.29221, 1.11494)
C (-2.84514, -4.31770, 2.25583)
C (-1.89617, -3.69052, 0.01509)
C (-2.27216, -4.72036, -0.84028)
C (-1.41366, -5.19880, -1.81114)
C (-0.14619, -4.65814, -1.92109)
C (0.27429, -3.62711, -1.08722)
C (1.71189, -3.16301, -1.15195)
C (2.55282, -4.01666, -0.19412)
C (2.31107, -3.20158, -2.55529)
C (-0.61582, -3.11948, -0.13377)
N (-0.24740, -2.05347, 0.75971)
C (-0.01695, -2.47154, 2.03329)
O (0.21376, -3.60255, 2.43155)
C (-0.14761, -1.34452, 3.02342)
C (-0.20209, -1.47850, 4.39611)
C (-0.34944, -0.32455, 5.15942)
C (-0.41036, 0.91994, 4.54237)
C (-0.34466, 0.96184, 3.16329)
N (-0.24588, -0.15182, 2.45313)
C (-0.35967, 2.20744, 2.31915)
O (-0.33639, 3.30302, 2.86276)
N (-0.39066, 1.92142, 0.99362)
C (-0.71427, 3.04174, 0.15509)
C (0.27898, 3.66881, -0.60952)
C (-0.07990, 4.72745, -1.43657)
C (-1.38664, 5.17852, -1.49398)
C (-2.34712, 4.58060, -0.70108)
C (-2.03480, 3.51725, 0.14037)
C (-3.13092, 2.97681, 1.04171)
C (-3.41017, 3.94254, 2.20029)
C (-4.43369, 2.70957, 0.27989)
C (1.73980, 3.29305, -0.46277)
C (2.36005, 4.11341, 0.67603)
C (2.55316, 3.47180, -1.74178)
H (-4.91877, -2.64172, 1.36389)
H (-4.36902, -2.56839, -0.31310)
H (-4.76260, -4.11926, 0.42708)
H (-2.55427, -2.32649, 1.51724)
H (-3.23789, -5.27358, 1.90268)
H (-1.83661, -4.48525, 2.62843)
H (-3.47600, -3.98042, 3.08112)
H (-3.25192, -5.16728, -0.73239)
H (-1.72455, -6.00009, -2.46904)
H (0.53205, -5.05103, -2.66485)
H (1.72979, -2.12287, -0.81590)
H (2.51483, -5.06231, -0.50532)
H (3.60129, -3.70494, -0.21060)
H (2.17250, -3.96965, 0.82818)
H (2.47333, -4.22675, -2.89131)
H (1.66888, -2.69755, -3.27714)
H (3.27825, -2.69900, -2.56109)
H (-0.12765, -2.46588, 4.82829)
H (-0.40608, -0.39510, 6.23740)
H (-0.49816, 1.84763, 5.08925)
H (0.67368, 5.21467, -2.03846)
H (-1.65202, 6.00191, -2.14459)
H (-3.36135, 4.95639, -0.72467)
H (-2.79325, 2.02940, 1.46731)
H (-3.82430, 4.87623, 1.81366)
H (-4.14251, 3.50858, 2.88456)
H (-2.50578, 4.17975, 2.75633)
H (-4.94684, 3.64236, 0.04342)
H (-4.25655, 2.17866, -0.65531)
H (-5.11207, 2.11418, 0.89322)
H (1.78330, 2.23860, -0.17785)
H (2.39800, 5.16907, 0.39940)
H (1.76975, 4.03572, 1.59010)
H (3.38226, 3.78170, 0.87788)
H (2.65271, 4.52627, -2.00235)
H (3.55994, 3.07746, -1.60085)
H (2.10144, 2.94662, -2.58395)
N (7.30525, 0.16500, 3.61500)
C (6.24225, 0.12112, 3.18538)
C (4.90835, 0.06684, 2.64537)
C (4.06625, 1.16712, 2.74541)
C (2.79639, 1.07114, 2.20556)
N (2.34745, -0.02360, 1.58962)
C (3.16193, -1.07842, 1.50731)
C (4.44620, -1.08373, 2.01887)
H (4.39200, 2.07771, 3.22687)
H (2.12896, 1.92172, 2.25052)
H (2.76405, -1.95619, 1.01923)
H (5.06773, -1.96268, 1.92884)
C (-2.66805, -0.08254, -0.72899)
Si (-1.49384, 0.11841, -2.17108)
C (-1.82097, -1.33965, -3.30003)
C (-1.85636, 1.71187, -3.08054)
N (0.10591, 0.11696, -1.43662)
C (1.25483, 0.22775, -2.22504)
C (2.54085, 0.22862, -1.66969)
C (3.68295, 0.32012, -2.44444)
C (3.59483, 0.43306, -3.82403)
C (2.33293, 0.44949, -4.39907)
C (1.18964, 0.34446, -3.62406)
H (-3.68863, 0.15855, -1.02964)
H (-2.43535, 0.56308, 0.12199)
H (-2.65420, -1.11635, -0.39824)
H (-2.90073, -1.41482, -3.45727)
H (-1.48835, -2.27097, -2.83840)
H (-1.35287, -1.25997, -4.28101)
H (-2.89885, 1.72489, -3.40952)
H (-1.23070, 1.83472, -3.96468)
H (-1.69288, 2.57491, -2.43567)
H (2.63745, 0.17565, -0.59841)
H (4.65265, 0.31446, -1.96044)
H (4.48444, 0.51121, -4.43337)
H (2.23103, 0.54101, -5.47333)
H (0.23208, 0.35008, -4.12152)

Calculated values
- Lowest unoccupied orbital energy (spin up / spin down): -0.0355 / -0.0410 Ha
- Expectation value of S²: 6.0635
- Spin multiplicity: 5
- Highest occupied orbital energy (spin up / spin down): -7.67 / -7.86 eV
- Gap between HOMO and LUMO (spin up / spin down): 0.24646 / 0.24765 Ha


Computed relative energy (zero: lowest compared OMol25 entry of this formula, charge and spin) (kcal/mol) in order:
0.0 44.8 8.0 60.0 103.7 0.0